1.
Molecular formula: C23H27N3O7S
Method: DFT, ωB97M-V/def2-TZVPD

Output
E_tot   -53903.8126 eV
HOMO   -8.071 eV
Relative energy (zero: lowest compared OMol25 entry of this formula, charge and spin)   2390.1 kJ/mol
F_max   16.86 eV Å⁻¹

Last column: Mulliken charge in e.
CARTESIAN COORDINATES (ANGSTROEM)
C -5.82980 -1.31086 -1.78081  -1.347
C -5.87055 -0.82966 -0.43159  -0.686
H -5.80757 -1.56252 0.25418  0.653
H -6.93698 -0.35999 -0.32870  0.288
O -5.06058 0.00864 -0.24825  -0.265
C -3.84780 -0.23409 0.23836  0.752
C -3.42120 -1.57901 0.42268  -1.373
C -2.04368 -1.70416 0.51325  0.180
C -1.23221 -0.65655 0.88168  0.443
C -1.55920 0.59500 0.84940  0.275
C -2.97493 1.12694 0.47575  0.072
O -3.40306 2.33317 0.31590  -0.274
C -4.22371 2.50516 -0.65546  -0.703
C -3.99584 4.26514 -0.71501  -0.933
H -4.77340 4.55125 -1.56629  0.324
H -4.17199 4.66786 0.32245  0.306
H -2.99174 4.19622 -1.11096  0.246
H -5.29940 2.45732 -0.09459  0.198
H -4.01012 2.25196 -1.54962  0.625
O -0.67850 1.60105 1.33205  -0.520
C -0.63629 2.83691 0.51974  -1.106
C -0.48548 2.87969 -0.74124  -0.540
H -1.17656 2.34572 -1.32247  0.153
H -0.41397 3.84579 -1.12078  0.623
H 0.57778 2.47879 -1.38501  -0.138
H 0.35116 3.33481 1.09000  0.200
H -1.48102 3.22770 0.84274  0.964
H -0.13912 -0.69073 1.30107  0.260
C -1.68764 -3.18593 0.80536  -0.210
O -2.29893 -4.07274 1.16892  -0.500
N -0.31838 -3.34566 0.23488  -0.171
C 0.57716 -2.67499 -0.47320  -0.077
C 0.25493 -1.65498 -1.27159  -0.476
C 1.13447 -0.93616 -1.81132  -0.885
C 2.44477 -0.96964 -1.38777  0.470
C 2.93781 -1.72016 -0.52061  -0.244
C 1.98823 -2.78927 -0.20535  -0.769
H 2.26900 -3.55175 0.91703  0.108
H 3.91972 -1.97463 -0.27824  0.632
S 3.47383 0.52693 -1.81406  1.038
O 4.51501 -0.09343 -2.82435  -0.728
O 2.66621 1.65786 -1.82775  -0.537
N 4.51810 0.54825 -0.56333  -0.225
C 4.06553 0.46330 0.70850  -0.677
N 4.70792 0.27719 1.65124  -0.625
O 4.16234 0.29998 2.79838  -0.175
C 2.89108 0.72396 2.46592  -0.427
C 2.94052 0.85893 1.10818  1.991
H 2.05360 1.45769 0.33680  -0.193
C 1.63651 1.13392 3.50022  -0.950
H 0.83603 1.27645 2.91611  -0.012
H 2.04518 1.98769 3.99393  0.410
H 1.89493 0.27587 4.02370  0.475
H 5.61161 0.13078 -0.59734  0.364
H 0.99387 -0.09364 -2.35854  0.596
H -0.76253 -1.53956 -1.39611  0.913
H -0.05112 -4.44734 0.48426  0.318
H -4.05521 -2.28293 0.09832  0.729
H -4.88488 -1.68496 -2.00342  0.383
H -6.51561 -2.04629 -1.78984  0.488
H -5.91115 -0.54610 -2.64090  0.288

Cartesian forces, eV/Å:
C 0.9 1.8 -3.4
C -11.8 -4.8 -2.8
H -0.4 -3.3 2.4
H 1.2 -0.8 0.3
O 9.7 12.0 3.2
C 2.4 3.5 0.6
C 2.6 6.0 -0.8
C -1.8 -3.2 3.4
C 4.0 -2.9 1.3
C -4.7 8.9 -0.3
C 2.3 -10.6 0.8
O 4.8 -1.5 4.2
C -8.2 9.4 5.1
C -3.0 -3.1 -2.1
H 1.8 0.2 2.0
H 0.3 -0.3 -1.5
H 0.3 1.0 0.2
H 1.9 -0.5 -2.7
H 1.2 -2.9 -6.0
O -0.1 -2.1 -1.6
C 5.4 -1.0 13.1
C 5.3 -2.5 -13.4
H -1.6 -0.6 -0.8
H -0.5 2.0 -0.4
H -2.5 0.7 2.6
H -2.7 -0.7 -1.3
H -3.6 2.9 1.3
H -2.0 -0.9 -1.0
C 6.2 6.8 -5.3
O -3.1 -4.1 2.3
N -2.5 -7.9 3.7
C 5.4 -0.2 2.0
C -4.6 -2.6 0.1
C 5.0 3.5 -1.3
C -0.5 7.2 -4.9
C -0.8 -8.9 3.6
C -0.1 -1.4 4.9
H -0.8 2.2 -4.0
H 1.5 0.6 0.7
S 6.2 -8.5 -2.7
O -4.0 3.3 1.9
O -1.3 2.8 -1.0
N 5.0 -1.1 -0.1
C -0.5 1.9 -9.0
N 14.7 -5.3 6.2
O -4.0 1.1 2.2
C -2.9 2.2 0.0
C -14.2 5.3 0.7
H 2.6 -2.3 3.0
C 7.5 -0.8 -1.2
H -3.1 0.1 -1.7
H -0.3 0.7 0.5
H -1.5 -1.6 2.1
H -4.2 1.5 -0.8
H -1.4 2.1 -2.0
H -1.9 0.6 -1.0
H -0.5 3.9 -0.9
H -1.9 -2.9 -0.6
H 1.9 -1.3 -0.2
H -2.5 -2.7 -1.2
H -0.7 -0.8 1.7

=====

2.
Molecular formula: C23H27N5O4
Method: DFT, ωB97M-V/def2-TZVPD

Output
E_tot   -39930.6200 eV
HOMO   -7.457 eV
Relative energy (zero: lowest compared OMol25 entry of this formula, charge and spin)   91.8 kJ/mol
F_max   0.80 eV Å⁻¹
Structure (SMILES)   CCOC(=O)c1[nH]c2ccc(OC)cc2c1NC(=O)CN1CCN(c2ccccn2)CC1

Last column: Mulliken charge in e.
CARTESIAN COORDINATES (ANGSTROEM)
C 3.80604 -1.28614 -3.87003  -1.214
C 2.60849 -1.92114 -3.17848  -0.370
H 1.76341 -2.02237 -3.86371  0.370
H 2.87997 -2.90234 -2.77754  0.354
O 2.13032 -1.10579 -2.10707  -0.382
C 2.75115 -1.26655 -0.91027  0.593
O 3.65806 -2.05255 -0.73814  -0.673
C 2.22488 -0.42151 0.13849  -0.752
C 1.19330 0.51469 0.18087  0.712
N 0.46988 0.84050 -0.95766  0.215
C -0.67572 1.54703 -1.13032  0.910
O -1.27081 2.15526 -0.26353  -0.559
C -1.15609 1.55939 -2.59144  -1.730
N -1.98573 0.45495 -3.03167  0.203
C -3.28834 0.36560 -2.41286  -1.045
C -3.22837 -0.06721 -0.93235  -0.840
N -2.05752 -0.89070 -0.72968  0.367
C -1.54383 -1.15114 0.50706  0.678
N -0.53642 -2.03004 0.55004  -0.271
C 0.03163 -2.29959 1.71124  -0.596
C -0.34786 -1.72270 2.90679  -0.540
C -1.40021 -0.81448 2.87209  -0.582
C -2.01511 -0.52571 1.67508  -0.443
H -2.83805 0.16766 1.64334  0.312
H -1.73992 -0.34155 3.78237  0.432
H 0.14931 -1.97021 3.83033  0.447
H 0.83630 -3.02357 1.66382  0.450
C -1.69444 -1.72551 -1.85191  -0.726
H -2.53085 -2.39901 -2.08661  0.341
C -1.36252 -0.85609 -3.08364  -0.446
H -0.28554 -0.73640 -3.19574  -0.097
H -1.73559 -1.36025 -3.98459  0.366
H -0.83697 -2.32482 -1.54837  0.420
H -4.14878 -0.60739 -0.66079  0.514
H -3.14838 0.82169 -0.30546  0.509
H -3.78531 1.33407 -2.49132  0.414
H -3.86303 -0.35994 -2.99621  0.324
H -0.29125 1.61110 -3.26002  0.390
H -1.74792 2.47047 -2.72140  0.427
H 0.81867 0.33596 -1.76387  0.397
C 1.11674 0.98158 1.52378  0.083
C 0.29527 1.89939 2.18989  1.117
C 0.47542 2.08360 3.54343  0.560
C 1.47846 1.38304 4.24622  -0.635
C 2.30334 0.49045 3.61316  -1.342
C 2.11922 0.28514 2.24720  -1.295
N 2.77643 -0.53607 1.39425  0.113
H 3.51803 -1.18264 1.60651  0.207
H 3.06843 -0.04555 4.15341  0.442
H 1.57098 1.57285 5.30387  0.473
O -0.27362 2.92723 4.31378  -0.509
C -1.31539 3.63815 3.68988  -0.724
H -0.93404 4.31750 2.92124  0.301
H -2.04710 2.96181 3.23742  0.236
H -1.79304 4.21607 4.47983  0.251
H -0.46528 2.41733 1.63400  0.835
H 4.10900 -1.90301 -4.71102  0.406
H 4.63644 -1.20905 -3.17270  0.313
H 3.55383 -0.29149 -4.23102  0.293

Cartesian forces, eV/Å:
C -0.3 0.0 0.3
C 0.3 -0.4 -0.4
H 0.1 0.0 0.1
H -0.1 0.1 -0.1
O -0.1 0.3 0.4
C 0.2 -0.2 -0.1
O -0.1 0.1 0.0
C -0.4 0.5 0.1
C 0.6 -0.4 0.1
N 0.3 -0.2 -0.4
C 0.0 0.1 -0.4
O -0.1 0.1 0.2
C -0.1 0.0 -0.1
N 0.1 0.1 0.0
C -0.1 0.0 0.1
C -0.2 0.1 0.2
N -0.1 0.1 -0.5
C 0.2 -0.2 0.5
N -0.2 0.0 -0.2
C 0.0 -0.1 0.2
C -0.1 0.1 0.1
C 0.1 -0.2 0.0
C -0.1 0.0 -0.1
H -0.1 0.1 0.0
H 0.0 0.1 0.1
H 0.1 0.0 0.1
H 0.1 0.0 0.1
C 0.1 -0.1 -0.2
H 0.1 0.0 0.0
C -0.2 -0.2 -0.1
H 0.0 0.0 0.0
H 0.1 -0.1 0.1
H -0.2 0.0 -0.2
H 0.0 0.0 0.0
H -0.1 -0.1 0.0
H -0.1 -0.1 0.0
H -0.1 0.0 0.0
H 0.0 0.0 0.0
H 0.2 0.0 0.1
H -0.2 0.2 0.0
C 0.3 -0.2 0.2
C -0.2 0.4 0.5
C 0.0 0.0 -0.4
C 0.0 -0.1 0.0
C -0.1 0.1 0.2
C -0.4 0.3 -0.4
N 0.2 -0.2 -0.1
H 0.0 0.1 0.0
H 0.1 0.0 0.1
H 0.0 0.0 0.1
O 0.2 -0.1 0.2
C -0.1 0.1 -0.1
H 0.0 0.0 0.0
H 0.0 0.0 0.0
H 0.0 0.0 -0.1
H -0.1 0.0 0.0
H 0.1 -0.1 -0.1
H 0.1 0.0 0.0
H 0.0 0.1 -0.1

=====

3.
Molecular formula: C23H27N5S
Method: DFT, ωB97M-V/def2-TZVPD

Output
E_tot   -42574.9846 eV
HOMO   -7.933 eV
Relative energy (zero: lowest compared OMol25 entry of this formula, charge and spin)   5.0 kJ/mol
F_max   1.20 eV Å⁻¹
Structure (SMILES)   CCN(CC)CCSc1nnc2c3cc(C)ccc3n(Cc3ccccc3)c2n1

Last column: Mulliken charge in e.
CARTESIAN COORDINATES (ANGSTROEM)
C 4.84389 0.94751 3.24441  -1.052
H 4.42213 1.67553 2.55569  0.267
H 4.92974 -0.00475 2.72628  0.284
H 5.84080 1.27582 3.52717  0.413
C 3.96652 0.81183 4.49598  -0.700
N 2.61761 0.33998 4.27081  0.282
C 2.50633 -1.08319 3.98405  -0.248
H 1.68963 -1.24376 3.27734  0.129
C 2.22794 -1.86911 5.26375  -1.315
H 2.12061 -2.92707 5.03780  0.431
H 3.04141 -1.74546 5.97442  0.293
H 1.31309 -1.51338 5.72957  0.273
H 3.42327 -1.46861 3.51878  0.342
C 1.80623 1.18413 3.42357  -0.834
C 0.36001 1.14025 3.91485  -0.629
H 0.01364 0.11394 4.00767  0.222
H 0.25724 1.65556 4.86787  0.500
S -0.77329 1.98168 2.76546  -0.198
C -0.91750 0.77750 1.51668  0.172
N -0.26300 -0.36671 1.68094  0.002
N -0.33008 -1.30605 0.77489  -1.030
C -1.06218 -1.07446 -0.29295  0.619
C -1.76093 0.17261 -0.43447  1.064
N -1.69227 1.12094 0.47926  -0.479
N -2.45361 0.18661 -1.58953  0.276
C -2.21274 -1.01039 -2.25043  0.046
C -2.68386 -1.45122 -3.47473  -0.572
C -2.29904 -2.70948 -3.90006  -0.809
C -1.46266 -3.53440 -3.14244  0.995
C -0.98979 -3.08968 -1.91883  -0.815
C -1.36207 -1.82992 -1.47308  0.172
H -0.34156 -3.70182 -1.31136  0.437
C -1.08844 -4.88746 -3.66810  -1.544
H -0.55861 -4.79342 -4.61528  0.341
H -0.44978 -5.41356 -2.96395  0.348
H -1.98058 -5.48694 -3.84456  0.343
H -2.65594 -3.07121 -4.85357  0.415
H -3.32765 -0.83850 -4.08547  0.225
C -3.22802 1.30830 -2.07151  -1.614
C -2.40040 2.17655 -2.98665  0.763
C -2.63349 2.21627 -4.35332  -0.250
C -1.83754 2.99508 -5.17593  -0.669
C -0.79908 3.73477 -4.63804  -0.362
C -0.56139 3.69924 -3.27374  -0.695
C -1.35851 2.92475 -2.45109  -0.299
H -1.18182 2.89772 -1.38558  0.486
H 0.24507 4.27880 -2.84960  0.395
H -0.17727 4.34051 -5.28044  0.379
H -2.02854 3.02241 -6.23868  0.374
H -3.44654 1.64504 -4.77900  0.334
H -4.11533 0.92950 -2.58541  0.566
H -3.53223 1.87893 -1.18924  0.381
H 2.16942 2.21241 3.48609  0.518
H 1.83227 0.87140 2.36797  0.296
H 4.44049 0.11865 5.19514  0.296
H 3.89841 1.78631 4.99059  0.434

Cartesian forces, eV/Å:
C -0.2 -0.1 0.3
H 0.0 0.1 -0.1
H 0.1 -0.1 -0.1
H 0.1 0.0 0.0
C 0.2 0.1 -0.1
N 0.0 0.1 0.0
C -0.1 -0.1 0.3
H 0.1 0.0 -0.1
C 0.1 0.0 -0.3
H 0.0 -0.2 0.1
H 0.1 0.0 0.1
H -0.1 0.0 0.1
H -0.1 0.0 -0.1
C -0.1 -0.1 0.0
C -0.1 0.2 -0.4
H 0.0 0.0 0.1
H 0.0 0.0 0.0
S 0.0 0.2 0.4
C -0.1 -0.1 -0.3
N 0.3 0.3 0.7
N -0.2 -0.7 -0.9
C -0.3 0.9 0.3
C 0.6 -0.3 0.9
N -0.2 0.0 -0.3
N -0.2 0.1 0.1
C 0.4 -0.7 0.0
C -0.1 0.1 -0.1
C 0.0 0.1 0.1
C 0.1 -0.1 0.1
C -0.2 0.2 -0.1
C -0.2 -0.1 -0.4
H 0.1 -0.1 0.0
C 0.0 0.0 0.0
H 0.1 -0.1 -0.1
H 0.0 -0.1 0.0
H 0.0 -0.1 0.0
H 0.0 0.0 -0.1
H -0.1 0.1 -0.1
C 0.0 0.2 -0.1
C -0.1 0.0 -0.1
C -0.1 0.0 0.1
C 0.0 0.0 -0.1
C 0.0 0.0 -0.1
C 0.0 0.0 0.1
C 0.0 0.0 0.0
H 0.0 0.0 0.1
H 0.1 0.0 0.0
H 0.0 0.0 -0.1
H 0.0 0.0 -0.1
H -0.1 -0.1 0.0
H 0.0 0.1 0.1
H -0.1 -0.1 -0.1
H 0.0 0.0 0.0
H 0.0 0.1 0.1
H 0.0 0.1 0.1
H 0.1 -0.1 0.1

=====

Q: Look up the F_max of the third one.
A: 1.20 eV Å⁻¹

=====

Q: Among the records above, which one has the lowest HOMO?
A: C23H27N3O7S